one) Computed, not measured: a 2-piece molecular cluster, C4H10N2 overall, with wB97M-V/def2-TZVPD.

As for the HOMO energy: -8.266 eV. The calculation puts the HOMO-LUMO gap at 8.359 eV.

Each line ends with the natural charge from an NBO analysis.
Atoms and positions in Å:
C -2.73556 -0.03899 1.99815  0.036
N -2.37881 -1.24346 2.20158  -0.466
C -1.43513 -1.73783 1.23287  -0.427
H -3.16892 0.13514 1.00361  0.112
H -2.27386 0.78768 2.53309  0.178
H -1.56423 -1.45749 0.19607  0.169
H -0.41530 -1.39710 1.52754  0.201
H -1.39662 -2.85882 1.22701  0.197
C 2.54243 1.18709 -0.64354  -0.067
N 1.76572 1.42472 -1.60477  -0.380
C 1.93113 0.59830 -2.79660  -0.449
H 2.48168 1.75672 0.28682  0.169
H 3.09519 0.23811 -0.52265  0.131
H 2.19863 -0.40176 -2.43479  0.178
H 1.00745 0.62280 -3.38231  0.208
H 2.78472 1.00144 -3.39890  0.209

two) Computed, not measured: the molecule C4H10N2, with wB97M-V/def2-TZVPD.

As for the HOMO energy: -9.153 eV. The calculation puts the HOMO-LUMO gap at 10.365 eV.

Each line ends with the natural charge from an NBO analysis.
Atoms and positions in Å:
C 2.79486 -0.19767 0.09597  -0.059
N 1.72082 0.06234 -0.50066  -0.389
C 0.59939 -0.83099 -0.25676  -0.258
C -0.38023 -0.20349 0.74672  -0.408
C -1.26471 0.88606 0.08437  -0.225
N -2.39558 0.28078 -0.60103  -0.860
H 3.63164 0.48729 -0.04853  0.167
H 2.96936 -1.03828 0.77518  0.142
H 0.83811 -1.85607 0.03489  0.178
H 0.08857 -0.96419 -1.21733  0.194
H -1.09567 -0.93241 1.12691  0.218
H 0.26733 0.22545 1.51650  0.198
H -1.55707 1.63453 0.82203  0.187
H -0.62714 1.41918 -0.62399  0.188
H -3.28321 0.69118 -0.34800  0.364
H -2.30646 0.33629 -1.60627  0.362

It is two) that is the most stable of them.

one) Computed, not measured: the molecule C4H10N2, with wB97M-V/def2-TZVPD.

As for the HOMO energy: -8.618 eV. The calculation puts the HOMO-LUMO gap at 7.275 eV.

Each line ends with the natural charge from an NBO analysis.
Atoms and positions in Å:
C 0.11689 1.49128 -1.27554  -0.630
C 0.14484 1.14653 0.20387  -0.418
C -0.59217 -0.11695 0.69122  -0.013
C 0.03409 -1.62141 0.13970  -0.221
N 0.67418 -1.45486 -1.04610  -0.558
N -0.37239 -0.24098 1.98675  -0.513
H 0.38630 0.60481 -1.83828  0.243
H 0.84134 2.24417 -1.55294  0.214
H -0.89079 1.76082 -1.57089  0.199
H -0.22883 1.95001 0.85947  0.220
H 1.16954 1.04949 0.59757  0.210
H 0.62645 -2.09424 0.90505  0.190
H 1.66885 -1.52940 -0.87413  0.318
H -0.80600 -2.25369 -0.12244  0.236
H -1.09735 -0.85867 2.37183  0.314
H -1.67495 -0.07692 0.52485  0.209

two) Computed, not measured: the molecule C4H10N2, with wB97M-V/def2-TZVPD.

As for the HOMO energy: -8.010 eV. The calculation puts the HOMO-LUMO gap at 9.244 eV.

Each line ends with the natural charge from an NBO analysis.
Atoms and positions in Å:
N -2.53806 -1.51427 -0.13281  -0.829
C -1.83313 -0.31096 -0.27895  0.011
C -0.67422 -0.02789 0.30388  -0.281
C 0.23861 1.08689 -0.10001  -0.428
C 1.73721 0.83772 0.17452  -0.205
N 2.21334 -0.49448 -0.20602  -0.833
H -3.36576 -1.57052 -0.70034  0.372
H -2.72062 -1.81292 0.81295  0.376
H -2.26983 0.41071 -0.96601  0.174
H -0.28515 -0.83902 0.91423  0.182
H 0.02707 2.06657 0.33966  0.205
H 0.15882 1.24640 -1.17926  0.204
H 1.93553 1.05795 1.22608  0.159
H 2.21943 1.53584 -0.50927  0.191
H 3.22160 -0.51764 -0.21597  0.355
H 1.93516 -1.15437 0.51731  0.347

three) Computed, not measured: a 2-piece molecular cluster, C4H10N2 overall, with wB97M-V/def2-TZVPD.

As for the HOMO energy: -9.166 eV. The calculation puts the HOMO-LUMO gap at 10.248 eV.

Each line ends with the natural charge from an NBO analysis.
Atoms and positions in Å:
H -1.87122 -2.06375 -1.41262  0.337
N -1.75718 -1.41211 -0.63646  -0.678
C -1.94225 -0.23384 -1.07009  0.262
N -1.76521 0.86932 -0.26453  -0.844
H -1.91216 0.00889 -2.13283  0.150
H -1.41828 0.73892 0.67762  0.391
H -2.49302 1.56793 -0.20666  0.383
C 1.32588 -0.34288 1.74730  -0.423
C 2.10186 0.40840 0.96467  -0.165
C 2.09666 0.55209 -0.52665  -0.667
H 1.21520 -0.03229 2.77985  0.192
H 0.79708 -1.24734 1.46488  0.203
H 2.77088 1.03800 1.54949  0.187
H 2.61691 -0.24298 -1.06909  0.221
H 1.05148 0.41861 -0.81637  0.230
H 2.53461 1.52663 -0.74856  0.220

It is two) that is the most stable of them.

one) Computed, not measured: the molecule C4H10N2, with wB97M-V/def2-TZVPD.

As for the HOMO energy: -8.449 eV. The calculation puts the HOMO-LUMO gap at 9.488 eV.

Each line ends with the natural charge from an NBO analysis.
Atoms and positions in Å:
C 2.45328 0.51106 -0.20860  -0.712
C 1.78806 -0.60862 0.48268  0.013
N 0.59100 -1.06911 0.19101  -0.238
N -0.13798 -0.35255 -0.73467  -0.470
C -1.57955 -0.63883 -0.42773  -0.227
C -2.21578 0.48138 0.47716  -0.651
H 2.18668 0.41434 -1.29598  0.230
H 3.53202 0.37550 -0.01155  0.238
H 2.05225 1.54342 0.02760  0.224
H 2.24649 -1.13344 1.34667  0.192
H 0.08529 0.64452 -0.77783  0.347
H -1.58510 -1.63387 0.06871  0.227
H -2.34493 -0.79305 -1.37671  0.181
H -3.21382 0.08580 0.93332  0.223
H -1.38873 0.65564 1.36680  0.210
H -2.46920 1.51781 -0.06088  0.214

two) Computed, not measured: the molecule C4H10N2, with wB97M-V/def2-TZVPD.

As for the HOMO energy: -8.788 eV. The calculation puts the HOMO-LUMO gap at 9.757 eV.

Each line ends with the natural charge from an NBO analysis.
Atoms and positions in Å:
C -1.19985 0.02087 -1.43489  -0.624
C -0.92371 -0.53126 -0.05858  -0.248
C 0.46306 -0.92835 0.41194  -0.078
N 1.64500 -0.69602 -0.36531  -0.828
C -0.23924 0.26134 1.01791  -0.061
N 0.13624 1.62376 0.81805  -0.825
H -0.32238 0.49883 -1.86261  0.201
H -1.48427 -0.77978 -2.11099  0.219
H -2.03614 0.74188 -1.42717  0.218
H -1.71898 -1.14247 0.33242  0.214
H 0.54062 -1.82358 1.03238  0.193
H 1.58891 -1.04511 -1.33345  0.358
H 1.82092 0.30053 -0.42829  0.349
H -0.60664 0.09630 2.03045  0.193
H 0.06887 1.88619 -0.15679  0.357
H 1.07884 1.83743 1.13654  0.361

three) Computed, not measured: the molecule C4H10N2, with wB97M-V/def2-TZVPD.

As for the HOMO energy: -9.172 eV. The calculation puts the HOMO-LUMO gap at 10.217 eV.

Each line ends with the natural charge from an NBO analysis.
Atoms and positions in Å:
N 2.03161 0.13021 0.02282  -0.839
C 0.84431 0.02975 0.86946  -0.216
C -0.50981 -0.07101 0.10964  0.086
N -1.67490 -0.36405 0.91840  -0.816
C -0.77751 0.98417 -0.98612  -0.435
C -0.50770 -0.46401 -1.34799  -0.428
H 2.86856 0.27101 0.63394  0.366
H 2.10492 -0.78538 -0.45735  0.356
H 0.82366 -0.90922 1.49929  0.150
H 0.82689 0.86879 1.60381  0.188
H -1.48760 -1.25676 1.40705  0.350
H -1.77156 0.35418 1.66758  0.359
H -1.83615 1.25588 -1.16610  0.221
H -0.02319 1.72215 -1.21947  0.224
H 0.42629 -0.68190 -1.84214  0.211
H -1.33784 -1.08382 -1.71281  0.223

It is two) that is the most stable of them.

one) Computed, not measured: the molecule C4H10N2, with wB97M-V/def2-TZVPD.

As for the HOMO energy: -8.514 eV. The calculation puts the HOMO-LUMO gap at 9.393 eV.

Each line ends with the natural charge from an NBO analysis.
Atoms and positions in Å:
H -1.80837 1.81092 1.32574  0.328
N -1.17110 2.24276 0.64763  -0.729
C -0.38185 1.41663 0.06900  0.289
N -0.28642 0.05226 0.30479  -0.449
C -1.04196 -0.54909 1.36362  -0.415
C 0.68625 -0.84082 -0.32859  -0.189
C 1.34696 -0.26818 -1.58993  -0.632
H 0.30272 1.77839 -0.73802  0.173
H -0.77917 -0.24631 2.37846  0.197
H -2.12941 -0.29493 1.23089  0.198
H -0.93482 -1.62741 1.26824  0.207
H 1.45032 -1.16023 0.37553  0.183
H 0.12745 -1.78404 -0.56629  0.185
H 0.63594 -0.01163 -2.39059  0.219
H 2.04140 0.58998 -1.38680  0.215
H 1.94206 -1.10828 -1.96368  0.221

two) Computed, not measured: the molecule C4H10N2, with wB97M-V/def2-TZVPD.

As for the HOMO energy: -8.566 eV. The calculation puts the HOMO-LUMO gap at 9.634 eV.

Each line ends with the natural charge from an NBO analysis.
Atoms and positions in Å:
C -2.14016 0.79178 0.00755  -0.408
N -1.70398 -0.59339 0.05390  -0.630
C -0.32412 -0.84014 -0.35484  -0.223
C 0.79978 -0.17947 0.43168  -0.109
C 1.53882 0.99879 -0.11846  -0.275
N 2.15556 -0.39118 -0.15976  -0.579
H -1.52878 1.42663 0.60598  0.163
H -2.01142 1.21163 -1.01599  0.184
H -3.14569 0.87841 0.28614  0.199
H -1.98200 -1.08552 0.90053  0.361
H -0.15237 -0.62891 -1.39032  0.192
H -0.25010 -1.92568 -0.19411  0.200
H 0.69656 -0.29980 1.48946  0.187
H 1.24301 1.41532 -1.03513  0.201
H 1.91698 1.65959 0.68136  0.194
H 2.80691 -0.38549 0.61747  0.344

It is one) that is the most stable of them.

one) Computed, not measured: the molecule C3H9NS, with wB97M-V/def2-TZVPD.

As for the HOMO energy: -8.494 eV. The calculation puts the HOMO-LUMO gap at 9.463 eV.

Each line ends with the natural charge from an NBO analysis.
Atoms and positions in Å:
C -1.64838 0.51392 0.29591  -0.430
N -1.31792 -0.07539 -0.96793  -0.619
C 0.02500 -0.63261 -1.11574  -0.337
S 1.36705 0.54066 -0.66355  0.083
C 1.92397 -0.11938 1.00815  -0.696
H -1.29414 0.00237 1.19289  0.192
H -2.71638 0.64258 0.43437  0.201
H -1.26683 1.54510 0.42113  0.182
H -1.31030 0.64753 -1.67721  0.352
H 0.12596 -1.54224 -0.53221  0.200
H 0.18390 -0.85002 -2.16314  0.217
H 2.55324 0.64378 1.43646  0.229
H 0.98641 -0.24425 1.53923  0.210
H 2.38841 -1.07205 0.79165  0.215

two) Computed, not measured: the molecule C3H9NS, with wB97M-V/def2-TZVPD.

As for the HOMO energy: -8.453 eV. The calculation puts the HOMO-LUMO gap at 9.468 eV.

Each line ends with the natural charge from an NBO analysis.
Atoms and positions in Å:
C 1.85620 -0.86784 -0.12642  -0.436
N 0.93699 0.32160 -0.30607  -0.609
C 0.09362 0.40194 0.86569  -0.370
S -1.36111 -0.61095 0.61402  0.176
C -2.23629 0.25890 -0.71184  -0.748
H 2.22077 -0.97481 0.92436  0.168
H 2.71075 -0.70518 -0.76343  0.202
H 1.25815 -1.79481 -0.44545  0.211
H 1.61477 1.12284 -0.11372  0.337
H 0.66609 0.10412 1.75941  0.194
H -0.26197 1.44432 1.01961  0.202
H -2.31968 -0.31658 -1.62733  0.225
H -3.27404 0.31099 -0.30370  0.220
H -1.90424 1.30547 -0.78513  0.229

It is one) that is the most stable of them.

one) Computed, not measured: C3H9NS as an isolated structure, with wB97M-V/def2-TZVPD.

As for the HOMO energy: -9.006 eV. The calculation puts the HOMO-LUMO gap at 8.814 eV.

Each line ends with the natural charge from an NBO analysis.
Atoms and positions in Å:
C 1.27012 -0.29911 1.70396  -0.410
N 0.14711 0.36832 1.03544  -0.616
C 0.02215 -0.10133 -0.34297  -0.248
C -1.03023 0.59410 -1.20211  -0.505
S -1.43620 -0.59485 -2.57908  -0.059
H 1.47839 0.20831 2.62989  0.205
H 1.08807 -1.37791 1.73001  0.200
H 2.16458 -0.11898 1.07595  0.159
H 0.29837 1.37197 0.98687  0.348
H -0.17980 -1.16590 -0.43931  0.200
H 0.92399 0.07675 -0.93845  0.166
H -0.62345 1.47080 -1.69272  0.205
H -2.00076 0.93059 -0.86019  0.222
H -2.12234 -1.36277 -1.10727  0.133

two) Computed, not measured: a 2-piece molecular cluster, C3H9NS overall, with wB97M-V/def2-TZVPD.

As for the HOMO energy: -8.475 eV. The calculation puts the HOMO-LUMO gap at 9.361 eV.

Each line ends with the natural charge from an NBO analysis.
Atoms and positions in Å:
C 1.86678 -1.02127 -0.41182  -0.520
C 1.46014 0.20758 -0.01721  0.004
N 1.16799 0.62724 1.30157  -0.831
H 2.14300 -1.22159 -1.43976  0.209
H 1.84323 -1.90582 0.28317  0.196
H 1.35399 0.94674 -0.76813  0.185
H 1.63610 0.16739 2.04771  0.380
H 1.20267 1.67076 1.46911  0.380
C -2.17794 0.57048 -0.15457  -0.678
S -2.67098 -1.19301 -0.80247  -0.116
H -1.73403 0.38425 0.81817  0.223
H -1.48566 1.03569 -0.83477  0.213
H -3.06884 1.24667 -0.02474  0.221
H -1.53645 -1.51512 -1.46626  0.134

It is two) that is the most stable of them.

one) Computed, not measured: a 2-piece molecular cluster, C3H9NS overall, with wB97M-V/def2-TZVPD.

As for the HOMO energy: -9.138 eV. The calculation puts the HOMO-LUMO gap at 10.041 eV.

Each line ends with the natural charge from an NBO analysis.
Atoms and positions in Å:
C 1.66378 -1.47150 3.27334  -0.074
N 2.23883 -1.80511 4.36893  -0.572
H 0.58976 -1.65929 3.19652  0.156
H 2.31091 -1.39493 2.39997  0.169
H 1.48561 -2.03968 5.01715  0.321
C -0.50174 1.58415 -2.53881  -0.614
C -1.62682 0.66496 -2.02397  -0.508
S -1.15639 -0.16070 -0.47465  -0.059
H -0.28130 2.21548 -1.68095  0.215
H 0.31530 0.94296 -2.87247  0.209
H -0.81812 2.09482 -3.44185  0.216
H -2.59205 1.14662 -1.93793  0.218
H -1.80499 -0.10646 -2.78001  0.203
H 0.17721 -0.01133 -0.50527  0.121

two) Computed, not measured: the molecule C3H9NS, with wB97M-V/def2-TZVPD.

As for the HOMO energy: -8.635 eV. The calculation puts the HOMO-LUMO gap at 9.602 eV.

Each line ends with the natural charge from an NBO analysis.
Atoms and positions in Å:
C -1.41282 -1.05790 -0.68785  -0.413
N -0.50576 0.03379 -1.07030  -0.646
C 0.21228 1.01081 -0.25591  -0.224
C 1.41320 0.38970 0.61171  -0.545
S 1.18888 0.22333 2.47667  -0.085
H -2.25004 -0.63513 -0.13885  0.199
H -0.93222 -1.95872 -0.18310  0.168
H -1.86217 -1.49738 -1.60268  0.204
H 0.20299 -0.37008 -1.71772  0.345
H 0.78178 1.73791 -0.93756  0.199
H -0.54431 1.69679 0.26089  0.209
H 1.66933 -0.68848 0.19633  0.227
H 2.17575 1.25748 0.47700  0.233
H -0.13690 -0.14213 2.57139  0.128

It is one) that is the most stable of them.

one) Computed, not measured: the molecule C3H9NS, with wB97M-V/def2-TZVPD.

As for the HOMO energy: -9.189 eV. The calculation puts the HOMO-LUMO gap at 10.085 eV.

Each line ends with the natural charge from an NBO analysis.
Atoms and positions in Å:
C 1.23319 1.39703 0.17706  -0.634
C 0.92324 0.03679 -0.41705  -0.069
N 2.02271 -0.97968 -0.11391  -0.812
C -0.28256 -0.56715 0.27244  -0.514
S -1.96324 0.09620 -0.08153  -0.053
H 0.49566 1.99781 -0.38282  0.221
H 2.25440 1.86745 -0.06655  0.221
H 1.00268 1.39183 1.22704  0.208
H 0.87142 0.02426 -1.46430  0.196
H 1.67101 -1.68204 0.51779  0.344
H 2.66116 -0.49224 0.39646  0.343
H -0.21478 -1.63123 -0.01860  0.221
H -0.11230 -0.40328 1.36546  0.207
H -2.61958 -0.95394 0.33276  0.122

two) Computed, not measured: a 2-piece molecular cluster, C3H9NS overall, with wB97M-V/def2-TZVPD.

As for the HOMO energy: -8.236 eV. The calculation puts the HOMO-LUMO gap at 9.140 eV.

Each line ends with the natural charge from an NBO analysis.
Atoms and positions in Å:
C 1.92026 2.33346 0.40635  -0.440
C 0.88675 1.65618 -0.06584  -0.010
N -0.33992 1.41577 0.64410  -0.840
H 2.71640 2.61829 -0.26862  0.210
H 1.90041 2.82236 1.37283  0.195
H 0.88832 1.24043 -1.06817  0.192
H -0.17466 1.49604 1.64116  0.376
H -1.02057 2.10942 0.36027  0.385
C 0.15714 -2.32609 -0.74106  -0.729
S -1.30485 -1.44651 -0.12342  -0.157
H 0.47039 -1.85892 -1.67288  0.205
H 0.97603 -2.26830 -0.02627  0.210
H -0.08840 -3.37040 -0.91095  0.222
H -0.72437 -0.22084 0.20285  0.182

It is one) that is the most stable of them.